Density functional theory data (ωB97M-V with the def2-TZVPD basis set) for a cluster of 15 separate species, C49H87F4IN19O6P2S3 in total in a non-equilibrium geometry.

The geometry in XYZ format:
```
171
Properties=species:S:1:pos:R:3:forces:R:3
C 4.219039 -4.050091 3.182089 -0.80 0.67 -0.19
C 4.744047 -3.019239 1.981845 0.70 -2.59 0.06
O 4.447080 -1.602468 2.256297 0.22 1.58 -2.25
P 4.850022 -0.585919 0.880240 4.71 -4.71 -3.17
O 5.654139 -1.553421 -0.130346 -2.92 3.63 3.35
C 3.304226 -0.017600 -0.080971 -0.88 1.04 -0.16
C 1.923753 0.093940 0.869179 1.78 0.61 -0.57
C 0.936455 -1.021460 0.219252 1.78 0.50 -0.92
C -0.408911 -1.539464 0.976349 -0.76 -0.71 -2.42
C 0.170155 -1.833101 2.448925 1.08 0.54 5.17
F -0.488931 -2.645142 3.463352 1.10 1.71 -3.29
F 0.130669 -0.511485 3.204932 0.72 -3.91 -2.81
F 1.550107 -2.457329 2.497769 -4.50 2.36 -0.69
C -0.875751 -2.839578 0.011619 4.81 0.42 -0.59
C -0.901626 -2.417203 -1.607082 -0.55 1.97 0.08
C 0.326473 -2.908126 -2.537469 1.70 -1.08 -3.68
N 1.463004 -3.664347 -1.954378 1.12 0.62 1.31
N -0.293717 -3.792105 -3.641783 0.76 1.07 1.53
N 0.973015 -1.761752 -3.353007 0.02 -0.08 0.53
N -2.063038 -3.631337 0.454784 -1.00 -0.29 0.07
S -1.598537 -4.800291 1.728577 -0.06 -0.66 2.59
P -2.349916 -4.996609 -0.730350 2.00 -4.02 -2.83
S -0.684944 -6.036571 -1.048993 -1.15 1.04 -0.10
C -3.364303 -2.861078 0.786307 0.15 3.20 -0.43
C -4.394630 -2.813165 -0.451858 -1.08 -1.78 -1.64
C -5.655533 -1.814464 -0.540349 -2.31 1.23 -0.13
O -6.809252 -2.552114 -1.170194 1.13 0.03 1.89
S -4.391646 -3.810393 2.103970 -9.74 -4.52 1.13
O -4.714267 -5.303897 1.703562 3.96 4.72 1.32
O -5.896914 -3.324487 2.169531 6.29 0.55 -0.06
F -3.835134 -3.626177 3.706403 -0.32 -0.19 -3.51
C -2.878560 -1.395064 1.447405 -0.29 -0.41 4.11
C -4.093323 -0.422415 2.011069 -1.66 0.12 1.18
C -3.603682 0.541517 3.293397 0.69 -0.39 -0.53
N -1.678420 -0.737312 0.862483 -0.08 -0.19 0.30
C -1.690906 0.557546 0.236516 0.87 2.16 -3.36
I -1.114822 2.307343 1.529295 0.06 -0.54 -0.15
C -2.978068 1.014750 -0.733484 -0.84 0.06 0.96
C -3.752518 2.361920 -0.204797 -1.77 -0.49 -0.71
O 5.967286 0.688843 1.275151 -4.20 -1.37 -0.01
C 5.302551 1.926529 1.694859 0.96 2.92 1.13
C 6.453690 3.131440 1.540076 -0.16 -0.76 -0.94
H 5.107598 -4.527439 3.784538 -1.81 1.11 -1.27
H 3.586045 -4.919668 2.664815 1.46 1.87 1.19
H 3.484844 -3.448185 3.893037 1.62 -1.37 -1.35
H 4.210933 -3.412413 0.989393 1.36 1.25 2.01
H 5.911153 -3.168541 1.934171 -2.52 0.44 -0.30
H 3.138823 -0.773589 -0.982605 0.79 1.36 2.13
H 3.558159 1.022406 -0.599887 -0.55 -2.21 1.21
H 2.302095 -0.092974 1.954135 -1.21 0.24 -1.90
H 1.597592 1.216119 0.729795 0.10 -2.51 0.48
H 1.627087 -1.979104 0.028131 -1.78 1.90 0.74
H 0.826978 -0.547986 -0.848854 -0.65 -1.19 2.09
H 0.054938 -3.568384 0.202005 -2.12 1.18 -1.22
H -1.882206 -2.703130 -2.175727 1.94 0.00 1.30
H -0.968737 -1.227136 -1.748926 0.30 -2.62 0.73
H 1.876768 -4.405388 -2.558024 -1.06 0.88 0.41
H 2.283640 -3.015521 -1.760478 -1.55 -1.05 -0.28
H -0.037956 -3.450768 -4.589306 -0.24 -0.35 1.14
H -0.003188 -4.783515 -3.550814 -0.25 1.24 0.03
H 1.615780 -1.195498 -2.756495 -0.84 -0.53 -0.42
H 1.633779 -2.173713 -4.080228 -1.36 0.35 1.36
H -0.232196 -4.728471 2.002376 -0.93 0.66 -0.88
H -3.228505 -6.012665 -0.219007 -0.19 1.58 0.37
H -2.886147 -4.591102 -1.987133 0.03 0.39 0.79
H -4.921439 -3.891767 -0.471220 1.11 2.27 0.00
H -3.910468 -2.735068 -1.540492 -0.42 -0.03 2.73
H -5.534093 -0.878881 -1.273121 0.26 -2.28 1.62
H -6.107065 -1.395726 0.446021 1.50 -0.92 -1.52
H -7.334549 -2.990463 -0.435340 1.09 0.79 -1.10
H -2.546221 -1.786788 2.539338 -0.31 0.68 -2.40
H -4.685511 0.161582 1.196727 1.52 -0.92 1.41
H -4.950626 -1.038848 2.573534 2.09 0.62 -1.75
H -2.454318 0.306299 3.426562 -2.28 1.04 -0.13
H -3.837013 1.668547 3.067281 0.83 -2.27 0.44
H -4.122913 0.266850 4.302407 0.74 0.25 -2.09
H -0.841405 0.752894 -0.587641 -1.45 -1.25 2.35
H -2.686877 1.220189 -1.849311 -0.08 -0.53 2.26
H -3.690384 0.098294 -0.737004 1.03 1.65 -0.06
H -4.775211 2.416328 -0.821323 2.39 -0.22 1.27
H -4.105258 2.306838 0.927391 1.22 0.19 -2.37
H -3.175322 3.345942 -0.472330 -1.03 -2.09 0.81
H 4.411841 2.277595 1.021776 1.48 -1.08 1.16
H 4.991365 1.942694 2.835976 0.44 -0.59 -2.70
H 5.946993 4.182728 1.366841 1.04 -2.20 0.63
H 7.046584 2.853416 0.560694 -1.04 0.61 1.92
H 7.206768 3.136997 2.439192 -1.61 0.04 -1.77
C -9.278609 -3.322953 -3.039059 -0.10 -0.63 -1.14
C -9.438942 -4.050838 -4.363754 -0.93 -4.02 -7.28
N -9.572071 -4.654672 -5.462669 1.06 4.84 8.83
H -9.814183 -3.859886 -2.251352 0.01 0.00 -0.23
H -8.219771 -3.262898 -2.772473 -0.20 -0.02 -0.19
H -9.683718 -2.310454 -3.118641 0.05 -0.20 -0.10
C -11.523854 -6.580945 -7.913509 -0.71 0.20 -1.03
C -12.355834 -6.381689 -9.169872 -4.58 1.07 -6.91
N -13.045946 -6.216301 -10.212150 5.54 -1.33 8.36
H -11.409878 -5.629435 -7.386955 -0.02 -0.14 -0.15
H -12.015731 -7.298099 -7.250517 0.00 0.11 -0.20
H -10.533855 -6.962069 -8.178553 -0.20 0.10 -0.04
C 6.244383 3.450928 6.100182 -0.78 0.06 -0.96
C 5.412403 3.650184 4.843819 -4.55 1.16 -6.66
N 4.722290 3.815572 3.801541 5.32 -0.96 8.65
H 6.358359 4.402438 6.626736 0.01 -0.22 -0.21
H 5.752505 2.733774 6.763174 -0.04 0.06 -0.23
H 7.234381 3.069804 5.835138 -0.18 0.14 -0.04
C 4.322745 4.248654 -1.931520 -1.13 -0.56 -0.08
C 2.979637 3.537364 -1.909846 -7.11 -3.80 0.14
N 1.865484 2.947199 -1.891915 8.78 4.51 0.01
H 4.759706 4.189889 -2.932136 -0.19 -0.09 0.11
H 4.192116 5.300169 -1.661218 -0.07 -0.18 0.02
H 5.004634 3.779425 -1.217060 -0.18 -0.01 -0.05
C 7.235249 6.935648 4.164507 0.58 -0.44 1.06
C 7.862254 6.354564 5.421307 3.48 -3.09 6.71
N 8.382362 5.872402 6.463881 -4.18 3.85 -8.23
H 6.189002 6.626152 4.092406 0.13 0.01 0.05
H 7.282208 8.027741 4.195165 -0.03 -0.22 0.07
H 7.773249 6.580789 3.281200 -0.03 -0.02 0.21
C 4.444383 6.947976 6.956880 -0.72 0.18 -1.05
C 3.612403 7.147232 5.700516 -4.59 1.09 -6.91
N 2.922290 7.312620 4.658238 5.51 -1.36 8.38
H 4.558359 7.899486 7.483433 -0.06 -0.12 -0.18
H 3.952505 6.230822 7.619871 -0.01 0.11 -0.19
H 5.434381 6.566852 6.691835 -0.15 0.10 -0.04
C 6.745208 -5.383360 -0.511449 0.28 -0.12 1.19
C 7.057095 -5.492734 0.972164 1.71 -0.61 8.09
N 7.315720 -5.583523 2.202945 -2.11 0.73 -9.84
H 5.767318 -4.915165 -0.653383 0.19 0.01 0.16
H 7.506426 -4.775741 -1.008600 -0.12 -0.05 0.21
H 6.732555 -6.378635 -0.964074 0.05 0.10 0.20
C -2.854092 -6.843345 -4.329910 1.00 0.71 -0.54
C -1.684482 -6.087742 -4.939351 6.41 4.00 -3.52
N -0.714250 -5.460939 -5.445039 -8.02 -5.71 3.45
H -2.922213 -7.842333 -4.769229 0.00 0.26 0.04
H -2.714271 -6.938265 -3.249515 0.17 0.01 -0.17
H -3.786369 -6.305371 -4.522377 0.17 -0.09 -0.13
C 8.522745 11.221871 2.843192 -1.10 -0.56 -0.01
C 7.179637 10.510582 2.864866 -7.32 -3.84 0.10
N 6.065484 9.920417 2.882798 8.91 4.66 -0.10
H 8.959706 11.163106 1.842577 -0.18 -0.05 0.14
H 8.392116 12.273386 3.113494 -0.10 -0.21 -0.03
H 9.204634 10.752642 3.557652 -0.19 0.01 -0.09
C -6.266007 5.475272 -0.932256 0.53 -0.77 -0.83
C -5.635398 4.513392 -1.925967 3.36 -5.10 -5.60
N -5.112354 3.715364 -2.750301 -4.25 6.46 6.51
H -6.460344 4.960768 0.012804 0.10 -0.01 -0.19
H -5.591507 6.316013 -0.747819 -0.03 -0.21 -0.09
H -7.210067 5.856940 -1.330605 0.18 -0.14 -0.04
C 2.245033 7.478734 1.350967 0.91 -0.12 -0.80
C 3.417154 7.337388 0.393628 6.33 -0.76 -5.16
N 4.389482 7.220014 -0.400571 -7.74 0.89 6.33
H 2.291158 6.697668 2.114792 0.15 0.16 -0.14
H 2.278326 8.456647 1.839219 0.15 -0.19 -0.10
H 1.303169 7.386073 0.803331 0.23 0.00 -0.07
C 0.405873 2.733864 -4.853448 0.40 0.26 -1.24
C 0.830540 3.007692 -6.286982 2.28 1.48 -7.89
N 1.182928 3.234779 -7.476186 -2.80 -1.83 9.54
H 1.241666 2.923209 -4.174318 -0.18 -0.03 -0.22
H -0.428957 3.385517 -4.581017 0.15 -0.05 -0.14
H 0.092273 1.691464 -4.750211 0.08 0.13 -0.13
C -4.006457 -10.984986 -6.725009 -0.57 0.92 0.56
C -4.692783 -9.824475 -6.023215 -3.76 6.31 3.82
N -5.262245 -8.861812 -5.441027 4.61 -7.68 -4.61
H -4.571326 -11.267693 -7.617544 0.02 0.14 0.18
H -2.994295 -10.695641 -7.021018 -0.20 0.06 0.09
H -3.948571 -11.845473 -6.052839 -0.08 0.22 -0.03
C -1.245910 5.721922 4.679818 -0.70 -0.05 -1.02
C -2.105713 5.632981 3.429550 -4.71 -0.48 -6.82
N -2.819005 5.559080 2.392388 5.68 0.56 8.26
H -0.506963 4.915963 4.682305 -0.15 0.10 -0.11
H -0.724745 6.682912 4.706255 -0.11 -0.14 -0.11
H -1.873342 5.632518 5.570849 0.00 0.01 -0.23
```
Positions in Å, forces in eV/Å.

Calculated values
- LUMO: -4.8 eV
- Gap between HOMO and LUMO: 6.3 eV
- E_HOMO: -11.145 eV
- Maximum force: 10.793 eV Å⁻¹
- Charge: +1

Atomic partial charges in e from the Löwdin method, atoms 1 to 99: -0.11 -0.30 -0.31 0.81 -0.41 -0.21 -0.20 -0.13 -0.19 -0.16 -0.01 -0.02 0.01 -0.24 -0.05 -0.55 0.02 0.00 0.04 -0.58 0.88 0.42 0.28 -0.34 -0.14 -0.20 -0.14 0.89 -0.36 -0.33 -0.22 -0.18 -0.16 -0.12 -0.10 -0.58 0.87 -0.22 -0.23 -0.26 -0.30 -0.12 0.07 0.08 0.07 0.11 0.11 0.09 0.09 0.10 0.06 0.13 0.11 0.12 0.09 0.13 0.09 0.08 0.06 0.00 0.05 0.11 0.00 0.03 0.01 0.13 0.13 0.15 0.12 0.12 0.14 0.09 0.12 0.05 0.06 0.09 0.09 0.13 0.06 0.06 0.05 0.07 0.10 0.09 0.07 0.09 0.08 -0.08 -0.19 0.09 0.08 0.04 0.08 -0.09 -0.22 0.08 0.05 0.07 0.07